This record from the OMol25 dataset describes a single C4H7NO molecule. The level of theory is ωB97M-V/def2-TZVPD.

XYZ file:
```
13
Properties=species:S:1:pos:R:3:forces:R:3:mulliken_charge:R:1
O 1.0890 -0.5282 1.4860 0.1 -0.1 0.0 -0.521
N -0.8093 0.7344 -1.0945 -0.2 0.0 -0.2 -0.525
C 0.2989 -0.2122 0.3377 -0.1 -0.1 -0.2 0.900
C 0.0471 -1.6722 0.1866 0.0 0.0 0.3 -0.618
C 0.6687 0.5257 -0.9403 0.3 0.0 -0.2 -0.685
C -0.9025 0.7044 0.4059 -0.2 0.0 0.2 -0.577
H -0.8997 -1.8579 0.7428 0.3 -0.1 0.1 0.176
H 1.1463 1.5024 -0.7993 0.0 -0.2 0.1 0.280
H -1.8209 0.3111 0.8502 0.1 0.0 -0.2 0.294
H -1.1599 -0.1806 -1.4109 -0.1 0.5 -0.1 0.300
H 1.1571 -0.0410 -1.7358 -0.1 0.0 0.1 0.318
H 1.8848 -0.9964 1.1844 -0.1 0.1 0.0 0.373
H -0.6997 1.7106 0.7872 0.0 -0.2 0.0 0.286
```
Positions in Å, forces in eV/Å.

The value obtained for the frontier orbital gap is 8.83 eV. The calculation puts the HOMO energy at -9.0220 eV. The calculation puts the largest force on an atom at 0.53 eV/A. Its spin multiplicity is 1. For the calculated total energy, the calculation gives -7793.4646 eV.

This record from the OMol25 dataset describes a single C4H7NO molecule in a non-equilibrium geometry. The level of theory is ωB97M-V/def2-TZVPD.

XYZ file:
```
13
Properties=species:S:1:pos:R:3:forces:R:3:mulliken_charge:R:1
O 2.6609 -1.6401 -0.2200 0.3 0.0 0.0 -0.568
N 1.1431 -0.0544 0.3553 -0.6 -0.6 0.2 -0.187
C -1.3160 0.4869 0.8383 0.2 0.0 0.2 -0.547
C 1.7725 -0.8775 -0.5209 -0.2 -0.1 0.0 0.016
C -0.0588 0.7036 0.0368 1.1 0.1 0.0 -0.061
C -1.2533 0.0171 -0.5843 0.2 -0.1 -0.2 -0.590
H -1.2348 -0.2596 1.6216 -0.1 0.0 -0.1 0.262
H 1.5206 -0.0403 1.2961 -0.2 -0.1 -0.2 0.235
H -1.8587 0.5245 -1.3345 0.3 0.0 0.2 0.244
H 0.3389 1.6628 -0.2617 -1.2 0.6 -0.2 0.347
H 1.3914 -0.7983 -1.5551 -0.1 0.0 0.1 0.325
H -1.9660 1.3223 1.0932 0.3 -0.1 -0.2 0.238
H -1.1396 -1.0470 -0.7648 -0.1 0.1 0.1 0.285
```
Positions in Å, forces in eV/Å.

The value obtained for the frontier orbital gap is 10.74 eV. The calculation puts the HOMO energy at -9.7032 eV. The SMILES is O=CNC1CC1. The calculation puts the largest force on an atom at 1.37 eV/A. Its spin multiplicity is 1. For the calculated total energy, the calculation gives -7798.1942 eV.

This record from the OMol25 dataset describes a single C4H7NO molecule. The level of theory is ωB97M-V/def2-TZVPD.

XYZ file:
```
13
Properties=species:S:1:pos:R:3:forces:R:3:mulliken_charge:R:1
O 0.0508 -2.8296 1.0050 -0.1 0.5 0.0 -0.469
N 0.3702 0.6549 0.3972 0.1 -0.1 0.0 -0.282
C -0.3331 -0.4213 1.0888 0.0 -0.2 -0.1 -0.299
C 0.1504 -1.7376 0.5083 0.0 -0.4 0.2 0.058
C -0.3343 1.5433 -0.4927 -0.2 0.3 -0.1 -0.414
C 0.6270 0.5701 -1.0494 0.1 0.1 -0.2 -0.467
H 0.6437 -1.5748 -0.4680 0.1 -0.5 0.2 0.335
H 1.6424 0.8407 -1.3275 -0.2 0.1 0.0 0.240
H -0.0865 2.5978 -0.4454 -0.1 0.0 0.1 0.252
H -1.4331 -0.3551 1.0035 0.2 -0.1 -0.2 0.227
H -0.1089 -0.4049 2.1659 0.0 0.1 -0.3 0.255
H -1.3845 1.3096 -0.6832 0.1 0.2 0.0 0.245
H 0.1959 -0.1932 -1.7025 0.0 0.1 0.4 0.320
```
Positions in Å, forces in eV/Å.

The value obtained for the frontier orbital gap is 10.56 eV. The calculation puts the HOMO energy at -9.5656 eV. The SMILES is O=CCN1CC1. The calculation puts the largest force on an atom at 0.57 eV/A. Its spin multiplicity is 1. For the calculated total energy, the calculation gives -7796.8758 eV.

Question: What is the frontier orbital gap in the second record?
Answer: 10.74 eV